No. 1
{
  "formula": "CH4O4Si",
  "method": "ωB97M-V/def2-TZVPD",
  "elements": ["O", "C", "Si", "O", "O", "O", "H", "H", "H", "H"],
  "positions_angstrom": [[-2.357, -0.114, -0.030], [-1.356, -0.488, 0.557], [0.407, 0.087, 0.014], [0.148, 1.559, -0.575], [1.303, 0.310, 1.324], [1.197, -0.906, -1.108], [-1.532, -0.874, 1.562], [-0.509, 1.509, -1.348], [1.979, -0.347, 1.534], [0.720, -0.736, -1.931]],
  "nbo_charge": [-0.516, -0.005, 2.130, -1.080, -1.090, -1.064, 0.122, 0.504, 0.514, 0.485],
  "smiles": "O=C[Si](O)(O)O",
  "lumo_ev": 0.2,
  "gap_ev": 9.759,
  "relative_energy_kj_mol": 15.0,
  "total_charge": 0
}



No. 2
{
  "formula": "C4H10N2O2",
  "method": "ωB97M-V/def2-TZVPD",
  "elements": ["C", "C", "C", "O", "O", "H", "H", "H", "H", "H", "H", "C", "N", "H", "N", "H", "H", "H"],
  "positions_angstrom": [[-1.061, 1.424, 0.951], [-0.482, 0.496, -0.078], [-1.190, -0.089, -1.040], [-2.515, 0.125, -1.300], [-0.636, -0.955, -1.922], [-1.937, 0.991, 1.441], [-0.320, 1.625, 1.721], [-1.357, 2.383, 0.516], [0.614, 0.349, -0.099], [-2.880, 0.724, -0.641], [-1.321, -1.217, -2.550], [2.649, 0.504, -0.556], [3.039, -0.375, 0.080], [2.518, 1.304, -1.241], [1.186, -1.989, 1.305], [0.356, -1.417, 1.142], [1.871, -1.469, 1.840], [1.468, -2.414, 0.431]],
  "nbo_charge": [-0.650, -0.432, 0.597, -0.699, -0.672, 0.207, 0.231, 0.205, 0.224, 0.495, 0.492, 0.055, -0.303, 0.239, -1.096, 0.362, 0.373, 0.371],
  "smiles": "CC=C(O)O.C#N.N",
  "lumo_ev": 0.5,
  "gap_ev": 8.906,
  "relative_energy_kj_mol": 324.0,
  "total_charge": 0
}



No. 3
{
  "formula": "C38H50O2P",
  "method": "ωB97M-V/def2-TZVPD",
  "elements": ["C", "C", "C", "C", "P", "C", "C", "C", "C", "C", "C", "C", "C", "C", "C", "C", "C", "C", "C", "H", "H", "H", "H", "H", "H", "H", "H", "H", "H", "H", "H", "H", "H", "H", "H", "H", "H", "H", "H", "H", "H", "H", "H", "H", "H", "H", "H", "H", "H", "H", "H", "H", "C", "O", "C", "C", "C", "C", "C", "C", "C", "C", "C", "O", "C", "C", "C", "C", "C", "C", "C", "C", "C", "C", "H", "H", "H", "H", "H", "H", "H", "H", "H", "H", "H", "H", "H", "H", "H", "H", "H"],
  "positions_angstrom": [[-2.731, -3.199, -3.182], [-1.448, -2.866, -3.959], [-0.787, -1.547, -3.494], [-0.578, -1.447, -1.945], [0.168, 0.157, -1.247], [1.760, 0.036, -2.299], [2.725, 1.185, -2.011], [3.964, 1.189, -2.940], [4.728, -0.144, -2.906], [3.794, -1.350, -3.123], [2.509, -1.322, -2.251], [-0.793, 1.351, -2.349], [-2.320, 1.143, -2.323], [-3.090, 2.144, -3.218], [-2.683, 3.611, -2.983], [-1.160, 3.802, -3.014], [-0.418, 2.810, -2.086], [-1.831, -1.870, -1.151], [-2.470, -3.189, -1.662], [-3.523, -2.468, -3.438], [-3.102, -4.186, -3.493], [-0.735, -3.706, -3.856], [-1.683, -2.792, -5.028], [0.182, -1.455, -4.007], [-1.401, -0.703, -3.846], [0.203, -2.186, -1.707], [1.371, 0.159, -3.329], [2.234, 2.162, -2.121], [3.066, 1.095, -0.962], [3.656, 1.405, -3.981], [4.642, 1.994, -2.632], [5.515, -0.151, -3.670], [5.229, -0.252, -1.922], [3.519, -1.397, -4.196], [4.346, -2.274, -2.908], [2.770, -1.534, -1.195], [1.863, -2.140, -2.604], [-0.451, 1.098, -3.368], [-2.585, 0.138, -2.678], [-2.684, 1.227, -1.280], [-2.918, 1.892, -4.284], [-4.168, 2.030, -3.043], [-3.158, 4.250, -3.735], [-3.066, 3.927, -1.992], [-0.794, 3.671, -4.051], [-0.915, 4.827, -2.712], [-0.670, 3.067, -1.042], [0.659, 2.975, -2.219], [-1.570, -2.011, -0.088], [-2.598, -1.075, -1.189], [-3.419, -3.364, -1.141], [-1.801, -4.038, -1.421], [6.281, 1.991, 2.612], [5.378, 2.769, 1.793], [4.043, 2.512, 1.857], [3.181, 3.204, 0.974], [1.905, 2.745, 0.745], [1.406, 1.576, 1.361], [0.180, 0.900, 0.765], [-0.628, 0.099, 1.782], [-1.998, 0.316, 2.010], [-2.793, -0.570, 2.751], [-2.173, -1.695, 3.331], [-2.980, -2.637, 3.964], [-3.200, -2.493, 5.342], [-4.480, -2.162, 5.779], [-4.682, -1.883, 7.126], [-3.624, -2.018, 8.036], [-2.368, -2.423, 7.595], [-2.130, -2.672, 6.238], [-0.790, -1.855, 3.263], [-0.055, -0.975, 2.480], [2.129, 1.159, 2.500], [3.443, 1.571, 2.731], [7.267, 2.377, 2.360], [6.078, 2.148, 3.673], [6.218, 0.928, 2.367], [3.631, 4.017, 0.378], [1.261, 3.357, 0.085], [-0.464, 1.661, 0.299], [-2.497, 1.207, 1.593], [-3.861, -0.477, 2.808], [-5.282, -2.107, 5.043], [-5.673, -1.585, 7.462], [-3.802, -1.832, 9.096], [-1.551, -2.564, 8.305], [-1.169, -3.001, 5.872], [-0.339, -2.732, 3.727], [1.035, -1.144, 2.402], [1.697, 0.507, 3.265], [4.052, 1.105, 3.508]],
  "mulliken_charge": [-0.625, -1.082, -0.679, -0.200, 1.080, -0.364, 0.240, -1.092, -0.738, -0.858, -0.817, -0.070, -0.512, -1.035, -0.770, -1.005, -0.063, -0.224, -1.109, 0.309, 0.422, 0.354, 0.405, 0.303, 0.157, 1.218, 0.762, -0.482, 0.149, 0.356, 0.470, 0.413, 0.298, 0.306, 0.416, 0.386, 0.223, 1.002, -0.119, 0.176, 0.357, 0.411, 0.428, 0.314, 0.388, 0.444, 0.463, -0.621, 0.003, 0.197, 0.425, 0.326, -0.858, -0.425, 0.589, -0.545, -0.282, -0.150, 0.749, 0.062, -0.107, -0.791, 0.095, -0.440, 0.495, -0.368, -0.379, -0.509, -0.490, -0.343, -0.663, -0.506, -0.687, -0.882, 0.249, 0.342, 0.368, 0.410, 0.299, 0.113, 0.371, 0.461, 0.423, 0.364, 0.377, 0.354, 0.296, 0.570, 0.513, 0.793, 0.395],
  "lumo_ev": -3.3,
  "gap_ev": 7.633,
  "relative_energy_kj_mol": 119.2,
  "total_charge": 1
}